Molecular formula: C20H22N2O4S
Method: DFT, ωB97M-V/def2-TZVPD

```
49
Properties=species:S:1:pos:R:3:forces:R:3:mulliken_charge:R:1
C -5.5932 -2.0485 -0.3750 0.03 0.06 0.04 -1.5129
C -4.6473 -0.8874 -0.3409 0.08 -0.02 -0.13 0.9879
C -3.7220 -0.7044 -1.3543 -0.13 0.00 0.14 -1.2917
C -2.8309 0.3567 -1.3525 0.20 0.30 -0.06 -0.4078
C -2.8632 1.2646 -0.3063 -0.18 -0.12 0.02 0.5239
C -3.7903 1.0915 0.7173 0.17 0.08 -0.10 -0.7556
C -4.6795 0.0321 0.7141 0.15 0.09 -0.09 1.1589
C -5.6638 -0.1247 1.8320 0.03 0.00 -0.04 -1.6159
H -5.5223 -1.0811 2.3341 -0.06 -0.06 0.08 0.3291
H -6.6837 -0.1007 1.4496 -0.11 -0.02 0.04 0.3323
H -5.5482 0.6715 2.5622 -0.03 0.03 0.07 0.3780
H -3.7970 1.8124 1.5205 -0.02 0.09 0.13 0.3667
O -2.0419 2.3625 -0.1785 -0.09 -0.21 0.17 -0.4680
C -1.0656 2.5820 -1.1576 0.17 0.24 -0.39 -0.8514
C 0.0003 1.5336 -1.1572 0.26 -0.63 0.93 0.3029
C 0.3831 0.6229 -0.2138 -0.11 0.48 -0.55 0.0785
C 1.4701 -0.0498 -0.8264 -0.89 0.63 -0.45 0.3161
N 1.6846 0.4241 -2.0273 0.89 -0.94 0.00 -0.7192
O 0.7770 1.4031 -2.2423 -0.60 0.48 0.02 -0.1939
C 2.2303 -1.1854 -0.2386 0.50 0.07 -0.17 0.5997
O 1.6479 -2.1926 0.1301 -0.30 -0.12 0.10 -0.7761
N 3.5620 -1.0186 -0.1154 0.01 -0.06 0.07 0.1913
C 4.2172 0.2021 -0.5493 0.13 0.30 -0.25 -1.2533
C 3.7123 1.3901 0.2120 0.14 0.50 -0.11 0.3913
C 3.3129 1.4487 1.5118 0.18 -0.10 -0.24 -0.2683
C 2.8573 2.7311 1.8925 -0.04 0.19 0.01 -0.6261
C 2.9198 3.6274 0.8773 0.11 0.01 -0.32 -0.4625
S 3.5323 2.9257 -0.5686 -0.10 -0.35 0.53 -0.1273
H 2.6500 4.6645 0.8838 -0.07 0.23 0.06 0.4918
H 2.5010 2.9684 2.8784 -0.08 0.08 0.17 0.4147
H 3.3340 0.6038 2.1770 -0.01 -0.22 0.09 0.4729
H 5.2932 0.0815 -0.3925 -0.16 -0.05 -0.05 0.4265
H 4.0470 0.3568 -1.6196 0.17 -0.02 0.16 0.4926
C 4.3292 -2.0620 0.5480 -0.04 -0.48 -0.11 -0.8402
H 3.8324 -2.3257 1.4885 0.12 0.02 -0.05 0.3999
H 5.3182 -1.6642 0.7719 -0.06 0.05 -0.03 0.5003
C 4.4420 -3.3461 -0.2975 0.21 0.19 0.06 -0.5289
O 3.4672 -4.2929 0.0244 -0.47 -0.30 0.09 -0.6007
H 2.6074 -3.8352 0.0480 0.24 -0.07 0.01 0.4394
H 5.4040 -3.8299 -0.1068 -0.02 0.10 -0.05 0.3603
H 4.3949 -3.0740 -1.3641 0.12 0.02 0.12 0.2624
H -0.0313 0.4516 0.7558 -0.16 -0.01 0.22 0.5393
H -0.6194 3.5511 -0.9039 -0.08 -0.16 -0.12 0.3886
H -1.5018 2.6594 -2.1639 0.04 0.00 0.12 0.3870
H -2.1281 0.4487 -2.1654 0.08 0.02 -0.06 0.4398
H -3.6860 -1.4089 -2.1726 0.00 -0.08 -0.07 0.3033
H -6.6267 -1.7030 -0.3837 -0.11 -0.07 0.00 0.3325
H -5.4616 -2.6770 0.5052 -0.06 -0.11 0.04 0.3215
H -5.4240 -2.6555 -1.2605 -0.03 -0.06 -0.03 0.3703
```
Positions in Å, forces in eV/Å.

## Properties
electronic energy: -43100.96416 eV
energy above the lowest of the compared OMol25 structures with the same formula, charge and spin: 3.937 eV
SMILES: Cc1ccc(OCc2cc(C(=O)N(CCO)Cc3cccs3)no2)cc1C
HOMO-LUMO gap: 9.0 eV

Molecular formula: C20H22N2O4S
Method: DFT, ωB97M-V/def2-TZVPD

```
49
Properties=species:S:1:pos:R:3:forces:R:3:mulliken_charge:R:1
C -6.9574 -2.2695 -0.3537 0.08 0.41 0.08 -1.0315
C -7.0827 -0.7507 -0.4333 -0.23 -0.32 -0.22 -0.4096
O -6.2872 -0.0871 0.5285 0.23 0.11 0.17 -0.4794
C -4.9409 0.0080 0.3439 0.19 0.11 0.15 0.8435
C -4.2311 0.5758 1.4027 -0.22 -0.10 -0.07 -0.9038
C -2.8660 0.7535 1.3230 0.11 -0.04 -0.15 0.0541
C -2.1707 0.3520 0.1850 -0.77 -0.14 -0.08 -0.6197
C -2.8713 -0.2278 -0.8629 0.00 -0.02 0.24 -0.6416
C -4.2426 -0.3908 -0.7923 -0.28 -0.02 -0.02 -0.5158
H -4.7498 -0.8377 -1.6321 -0.08 -0.06 -0.06 0.3432
H -2.3281 -0.5459 -1.7358 0.01 -0.08 -0.08 0.5054
N -0.7781 0.5136 0.0704 0.41 0.54 -0.75 0.4740
S -0.2184 1.5299 -1.1138 0.06 1.10 0.13 1.2456
O 1.1506 1.2251 -1.4080 -0.04 0.03 0.11 -0.5819
O -1.1521 1.5506 -2.1946 -0.29 -0.02 0.10 -0.6718
C -0.2569 3.1722 -0.3269 0.00 -0.95 -0.45 -1.0066
H 0.5095 3.2098 0.4351 0.14 0.00 0.18 0.2788
H -0.0570 3.9014 -1.1004 0.06 0.09 -0.17 0.4268
H -1.2468 3.3180 0.0857 -0.19 0.04 0.09 0.3080
C 0.0533 0.3082 1.2379 0.46 -0.17 0.22 -0.8769
C 1.4393 -0.0882 0.8254 0.30 0.21 0.59 0.0052
C 2.5467 0.5603 1.2416 -0.52 -0.35 0.00 -0.1041
C 3.8468 0.2003 0.7769 0.27 -0.25 -0.31 0.8340
C 5.0187 0.8522 1.1776 -0.03 -0.13 -0.12 -1.0085
C 6.2364 0.4862 0.6592 0.01 0.06 0.05 -0.6503
C 6.3347 -0.5429 -0.2855 -0.21 -0.03 0.02 0.8866
C 5.1870 -1.1953 -0.6887 0.07 0.05 0.03 -0.6079
C 3.9425 -0.8387 -0.1666 0.33 0.49 0.42 -0.1730
N 2.8046 -1.4958 -0.5366 -0.04 -0.25 -0.35 0.0100
C 1.5297 -1.2223 -0.0953 0.29 -0.25 0.07 0.2754
O 0.5968 -1.9171 -0.4497 -0.24 -0.10 0.00 -0.7364
H 2.8754 -2.2323 -1.2289 -0.12 0.09 0.16 0.2078
H 5.2429 -1.9922 -1.4170 0.03 -0.10 -0.09 0.2833
C 7.6747 -0.9150 -0.8397 -0.01 0.00 -0.01 -1.5183
H 7.5950 -1.7471 -1.5339 0.05 -0.05 -0.05 0.3367
H 8.1137 -0.0663 -1.3626 0.07 0.01 -0.05 0.3304
H 8.3529 -1.1944 -0.0345 0.08 -0.04 0.01 0.3482
H 7.1347 0.9956 0.9752 0.09 0.07 0.05 0.4084
H 4.9513 1.6510 1.9016 -0.02 0.09 0.08 0.4184
H 2.4684 1.3944 1.9275 -0.08 0.09 0.06 0.4064
H 0.0968 1.2009 1.8800 0.01 -0.16 0.03 0.4204
H -0.3999 -0.5132 1.8043 -0.04 0.16 -0.09 0.4250
H -2.3418 1.1995 2.1553 0.06 0.06 0.08 0.4014
H -4.7782 0.8794 2.2815 -0.06 0.03 0.10 0.4218
H -6.8501 -0.3917 -1.4432 -0.04 0.03 0.10 0.3300
H -8.1058 -0.4500 -0.1894 0.14 -0.01 -0.12 0.3151
H -7.6235 -2.7308 -1.0778 -0.06 -0.08 -0.08 0.3515
H -5.9377 -2.5859 -0.5582 0.05 -0.09 -0.04 0.3410
H -7.2284 -2.6093 0.6429 -0.04 -0.06 0.07 0.3010
```
Positions in Å, forces in eV/Å.

## Properties
electronic energy: -43102.71655 eV
energy above the lowest of the compared OMol25 structures with the same formula, charge and spin: 2.184 eV
SMILES: CCOc1ccc(N(Cc2cc3ccc(C)cc3[nH]c2=O)S(C)(=O)=O)cc1
HOMO-LUMO gap: 8.6 eV

Molecular formula: C20H22N4O
Method: DFT, ωB97M-V/def2-TZVPD

```
47
Properties=species:S:1:pos:R:3:forces:R:3:mulliken_charge:R:1
C 4.4150 -0.7205 -3.5295 0.08 0.00 0.05 -0.5725
C 3.7990 -1.9414 -3.7458 0.05 -0.10 0.03 -0.4784
C 2.4672 -1.9901 -4.1195 -0.01 0.10 -0.09 -0.4703
C 1.7297 -0.8223 -4.2767 0.05 0.00 -0.13 1.1755
C 2.3653 0.3981 -4.0783 0.01 -0.11 -0.11 -0.3975
C 3.6963 0.4502 -3.7033 0.03 0.10 0.03 -0.4923
H 4.1734 1.4066 -3.5463 0.04 0.07 0.01 0.4004
H 1.8120 1.3164 -4.2181 -0.07 0.09 -0.01 0.3668
C 0.2615 -0.8792 -4.6343 -0.13 -0.01 0.02 -1.7304
N -0.6933 -0.9266 -3.5411 0.00 0.00 -0.11 0.2458
C -0.7124 -2.1155 -2.7215 0.09 -0.14 0.16 -1.0867
C 0.2447 -2.0740 -1.5224 -0.12 -0.15 -0.13 -0.4561
N -0.0501 -0.9003 -0.7173 -0.06 -0.07 0.12 -0.1155
C 0.1311 0.2979 -1.5230 -0.18 0.21 -0.16 -0.3424
C -0.8288 0.2537 -2.7169 0.09 0.11 0.18 -1.1919
H -1.8534 0.2541 -2.3269 0.04 0.14 0.04 0.4060
H -0.6937 1.1428 -3.3343 -0.04 0.04 -0.01 0.3813
H 1.1749 0.3798 -1.8687 -0.08 0.02 0.10 0.1207
H -0.0907 1.1725 -0.9089 0.03 0.00 -0.08 0.5668
C 0.7659 -0.8646 0.4872 -0.12 -0.08 -0.09 -0.8379
C 0.2556 0.1636 1.4276 0.42 0.40 -0.08 0.7879
N 0.6050 1.4069 1.5083 0.76 -0.85 -0.96 -0.5556
N -0.1306 1.9663 2.4834 -1.04 0.28 1.14 -0.3999
C -0.9036 1.0368 2.9623 0.65 0.53 -0.50 0.5310
C -1.8630 1.1724 4.0344 -0.40 -0.22 0.35 0.2982
C -1.9966 2.4020 4.6789 0.06 -0.15 -0.12 -0.4395
C -2.9070 2.5400 5.7079 -0.02 0.02 0.02 -0.5516
C -3.6862 1.4614 6.0993 -0.04 -0.03 0.03 -0.3690
C -3.5555 0.2397 5.4585 -0.08 -0.01 0.08 -0.5745
C -2.6474 0.0898 4.4276 0.13 0.12 -0.09 -0.3919
H -2.5399 -0.8583 3.9223 0.00 -0.07 -0.03 0.4305
H -4.1638 -0.5986 5.7640 -0.04 -0.06 0.02 0.3877
H -4.3966 1.5733 6.9050 -0.05 0.01 0.06 0.3824
H -3.0116 3.4904 6.2092 0.00 0.08 0.03 0.3877
H -1.3787 3.2246 4.3562 0.05 0.11 -0.01 0.4677
O -0.7019 -0.1430 2.3268 -0.24 -0.02 0.20 -0.3226
H 0.6975 -1.8401 0.9759 0.11 0.05 -0.05 0.3852
H 1.8239 -0.6390 0.2657 -0.11 -0.05 0.08 0.3905
H 1.2929 -2.0685 -1.8663 -0.09 -0.03 0.09 0.1974
H 0.0856 -2.9665 -0.9111 0.03 -0.01 -0.01 0.5578
H -1.7318 -2.2173 -2.3310 0.06 -0.13 0.05 0.3877
H -0.4904 -2.9858 -3.3414 -0.04 -0.04 -0.01 0.4095
H 0.0041 0.0006 -5.2327 0.05 -0.09 -0.05 0.4658
H 0.0764 -1.7682 -5.2464 0.05 0.09 -0.04 0.4720
H 1.9939 -2.9471 -4.2923 -0.06 -0.09 -0.02 0.3712
H 4.3573 -2.8586 -3.6246 0.05 -0.06 0.01 0.3996
H 5.4531 -0.6813 -3.2341 0.08 0.00 0.01 0.4032
```
Positions in Å, forces in eV/Å.

## Properties
electronic energy: -29104.20781 eV
energy above the lowest of the compared OMol25 structures with the same formula, charge and spin: 2.394 eV
SMILES: c1ccc(CN2CCN(Cc3nnc(-c4ccccc4)o3)CC2)cc1
HOMO-LUMO gap: 8.6 eV

Molecular formula: C20H22N4O3S
Method: DFT, ωB97M-V/def2-TZVPD

```
50
Properties=species:S:1:pos:R:3:forces:R:3:mulliken_charge:R:1
C -3.4087 3.0851 3.6290 0.10 0.09 -0.19 -1.3099
C -2.2699 3.1926 2.6250 -0.06 -0.18 0.23 -0.1992
H -2.6701 3.1523 1.6090 0.03 0.09 -0.03 0.3375
H -1.7590 4.1497 2.7488 0.02 0.00 -0.10 0.2990
C -1.2542 2.0575 2.8110 -0.30 0.18 -0.01 -0.8298
C -0.1341 2.1843 1.8544 -0.24 -0.24 -0.66 0.8463
N 1.0706 2.4924 2.1561 -0.64 0.04 1.43 -0.4878
N 1.8995 2.5774 1.1293 1.22 0.11 -1.33 -0.4965
C 1.3451 2.3245 -0.0114 -1.23 -0.27 0.38 0.2067
N 2.0677 2.4221 -1.1694 0.71 0.38 -0.08 0.0750
C 1.9076 1.9201 -2.4377 -0.14 -0.17 0.23 0.0685
O 2.7227 2.1920 -3.2836 0.03 -0.05 -0.22 -0.6326
C 0.7032 1.0174 -2.6903 -0.34 -0.01 -0.64 0.0602
C 0.6542 0.5459 -4.1447 0.02 0.09 0.22 -0.3462
C 0.2242 1.6658 -5.0823 0.10 -0.11 0.11 -1.3778
H 0.9393 2.4829 -5.0492 0.01 0.09 -0.06 0.3354
H -0.7581 2.0419 -4.8043 -0.13 0.06 -0.02 0.3420
H 0.1744 1.2928 -6.1015 -0.04 0.04 -0.11 0.3942
H 1.6424 0.1794 -4.4263 -0.04 -0.04 0.05 0.3572
H -0.0576 -0.2793 -4.2051 0.05 0.02 0.07 0.4047
H -0.2294 1.5510 -2.4531 0.18 -0.07 -0.07 0.5693
O 0.8366 -0.0917 -1.7916 0.34 -0.10 0.03 -0.3441
C -0.2900 -0.7570 -1.4931 -0.43 0.05 -0.17 0.5286
O -1.3708 -0.4526 -1.9330 0.17 0.01 -0.05 -0.5933
C -0.0908 -1.9226 -0.5888 -0.28 -0.54 0.06 0.7886
C -0.9659 -2.9683 -0.7699 0.35 0.48 0.01 -0.7542
C -0.8867 -4.1098 0.0560 0.09 0.01 0.11 0.5037
N -0.0250 -4.1972 1.0326 -0.29 -0.52 0.05 -0.6323
C 0.8320 -3.1839 1.2587 0.24 0.65 -0.23 -0.2775
C 1.7214 -3.3133 2.3459 0.16 0.15 0.09 -0.5315
C 2.6121 -2.3187 2.6366 -0.09 -0.24 0.06 -0.6021
C 2.6621 -1.1641 1.8425 -0.10 0.16 -0.20 -0.6484
C 1.8188 -1.0151 0.7754 0.27 0.27 0.11 -0.6676
C 0.8717 -2.0055 0.4555 -0.07 -0.39 0.14 0.5982
H 1.8888 -0.1336 0.1616 0.03 0.01 0.06 0.6769
H 3.3707 -0.3837 2.0761 0.05 0.09 -0.01 0.4702
H 3.2857 -2.4158 3.4749 0.04 -0.04 0.08 0.3886
H 1.6635 -4.2167 2.9322 -0.02 -0.09 0.05 0.4780
C -1.8124 -5.2621 -0.1643 -0.02 -0.01 -0.02 -1.3212
H -1.6265 -6.0277 0.5827 -0.01 -0.03 0.01 0.3703
H -1.6569 -5.6818 -1.1569 -0.05 -0.07 -0.08 0.3086
H -2.8474 -4.9321 -0.0971 -0.12 -0.03 -0.02 0.3287
H -1.7138 -2.9106 -1.5464 -0.06 0.03 -0.05 0.5282
H 2.9573 2.8960 -1.0334 -0.14 -0.08 -0.08 0.2738
S -0.3693 1.9577 0.1191 0.78 0.38 0.55 -0.1880
H -1.7538 1.0969 2.6625 0.00 -0.03 0.11 0.3368
H -0.8397 2.0879 3.8197 0.03 -0.07 -0.04 0.3358
H -3.0272 3.1390 4.6459 -0.01 0.00 0.13 0.3299
H -4.1169 3.8969 3.4840 -0.12 0.04 0.06 0.3699
H -3.9371 2.1420 3.5090 -0.10 -0.10 0.04 0.3294
```
Positions in Å, forces in eV/Å.

## Properties
electronic energy: -44036.08422 eV
energy above the lowest of the compared OMol25 structures with the same formula, charge and spin: 2.431 eV
SMILES: CCCc1nnc(NC(=O)[C@@H](CC)OC(=O)c2cc(C)nc3ccccc23)s1
HOMO-LUMO gap: 8.6 eV

Q: What is the HOMO-LUMO gap in the fourth record?
A: 8.6 eV